(1)
Entry from OMol25: the molecule C2H4N2S3 in a non-equilibrium geometry (ωB97M-V with the def2-TZVPD basis set).

Atoms and positions in Å:
S  -1.075  -1.406  1.489
S  0.309  1.917  -0.002
S  0.646  -0.345  -1.873
N  -1.454  0.015  -0.444
N  -2.133  -0.703  0.530
C  -0.068  0.171  -0.327
C  0.411  -0.642  0.877
H  0.804  -0.013  1.661
H  1.112  -1.335  0.666
H  -0.333  2.266  -1.160
H  1.782  0.075  -1.417

- E_LUMO (spin up / spin down) (eV) = -0.567 / -0.567
- energy above the lowest of the compared OMol25 structures with the same formula, charge and spin (kcal per mole) = 57.32
- E_HOMO (spin up / spin down) (eV) = -9.04 / -9.04
- gap between HOMO and LUMO (spin up / spin down) (eV) = 8.478 / 8.477
- SMILES = SC1(S)CSN=N1
- calculated total energy (Eh) = -1382.5808

***

(2)
Entry from OMol25: a structure of composition C27H28NOPPtS2 (ωB97M-V with the def2-TZVPD basis set).

Atoms and positions in Å:
Pt  0.852  -0.039  0.542
S  -1.017  4.126  -1.689
S  1.262  1.688  -1.135
P  -0.647  2.211  -1.739
O  2.508  -1.136  -0.353
N  0.032  1.060  2.011
C  -1.378  0.373  -5.900
C  0.249  -3.727  2.686
C  -0.915  1.480  -3.386
C  0.517  -1.471  1.870
C  -0.027  2.400  1.935
C  0.018  0.449  3.224
C  -2.444  0.636  -5.049
C  -3.564  1.254  0.958
C  -0.081  3.190  3.064
C  0.569  -2.847  1.660
C  -0.048  1.199  4.388
C  -2.601  -0.821  0.230
C  -3.490  -0.127  1.041
C  -0.197  -1.891  4.167
C  -0.130  -3.256  3.940
C  -2.214  1.193  -3.801
C  0.146  1.229  -4.248
C  3.992  -0.108  1.313
C  -2.728  1.947  0.088
C  3.772  -0.463  -0.136
C  0.121  -1.013  3.137
C  2.405  -1.488  -1.753
C  -1.813  1.264  -0.699
C  -1.762  -0.131  -0.629
C  -0.085  0.683  -5.504
C  1.161  -2.292  -2.013
C  -0.083  2.578  4.308
H  -1.558  -0.071  -6.872
H  -0.106  3.174  5.212
H  4.544  -1.160  -0.469
H  2.417  -0.567  -2.339
H  3.134  0.422  1.723
H  1.230  -3.292  -1.584
H  1.156  1.457  -3.929
H  3.293  -2.074  -2.002
H  -0.511  -1.519  5.137
H  -2.552  -1.903  0.276
H  -1.182  -0.681  -1.353
H  -0.382  -3.951  4.730
H  -2.764  3.028  0.019
H  -3.456  0.408  -5.359
H  0.296  -1.798  -1.579
H  -0.050  0.695  5.344
H  0.746  0.499  -6.173
H  -4.132  -0.668  1.725
H  -0.041  2.824  0.942
H  4.862  0.545  1.391
H  0.993  -2.381  -3.086
H  -3.050  1.411  -3.146
H  0.292  -4.795  2.508
H  4.161  -0.999  1.920
H  0.862  -3.237  0.694
H  -4.276  1.798  1.567
H  -0.112  4.265  2.957
H  3.805  0.420  -0.780

- E_LUMO (eV) = -0.029
- energy above the lowest of the compared OMol25 structures with the same formula, charge and spin (kcal per mole) = 0.96
- E_HOMO (eV) = -7.61
- gap between HOMO and LUMO (eV) = 7.578
- calculated total energy (Eh) = -2432.7671